ORCA calculation (the ωB97M-V functional and the def2-TZVPD basis) on the molecule C9H7NO.

M (g mol⁻¹): 145.2
SMILES: c1ccc(-c2ncco2)cc1
Spin multiplicity: 1
HOMO (eV): -8.776
Relative energy (zero: lowest compared OMol25 entry of this formula, charge and spin) (eV): 2.288
Kohn-Sham gap (eV): 9.378
Net charge: 0

XYZ file:
```
18
Properties=species:S:1:pos:R:3:forces:R:3
C 3.0067 -0.0350 -0.0279 -0.897 -1.998 0.513
C 2.3045 1.2019 -0.1173 2.821 0.516 -0.448
C 0.9506 1.2306 -0.0940 -2.807 0.881 0.156
C 0.1863 -0.0098 -0.0009 2.099 2.660 0.028
C -1.2648 0.0830 0.0239 1.209 -1.190 -0.241
N -1.9553 1.1180 0.2197 -2.484 0.605 0.470
C -3.2886 0.6023 0.1517 -2.444 5.555 0.732
C -3.2804 -0.6748 -0.1828 0.702 0.352 0.748
O -1.9680 -1.0349 -0.1931 0.262 -1.454 -0.726
C 0.9026 -1.1655 0.1214 -2.280 -4.427 1.217
C 2.3228 -1.2783 0.1952 -1.761 4.263 -1.568
H 4.0804 -0.1923 -0.1309 -0.111 0.873 0.055
H 2.9262 2.1667 -0.2797 -1.262 -1.753 0.405
H 0.3951 2.2619 -0.1239 1.008 -2.291 -0.048
H -4.2243 1.4568 0.3660 2.933 -3.167 -0.852
H -4.0250 -1.3982 -0.3344 -0.539 -0.790 -0.170
H 0.0845 -2.1533 0.2886 3.044 2.627 -0.626
H 2.8468 -2.1792 0.1185 0.507 -1.262 0.355
```
Forces are in eV/Å.



ORCA calculation (the ωB97M-V functional and the def2-TZVPD basis) on a structure of composition C20H42N4O6Zn.

M (g mol⁻¹): 500.0
Spin multiplicity: 1
HOMO (eV): -7.286
Relative energy (zero: lowest compared OMol25 entry of this formula, charge and spin) (eV): 0.416
Kohn-Sham gap (eV): 6.928
Net charge: 0

XYZ file:
```
73
Properties=species:S:1:pos:R:3:forces:R:3
Zn -0.3104 0.5577 -0.1392 -0.689 -0.143 0.674
C -0.7083 -0.7902 -2.8273 -1.534 0.778 -0.837
C 0.6474 -1.4000 -2.6755 0.559 -1.435 -0.518
C 1.2042 -1.4202 -4.1260 2.099 0.324 0.501
C 2.7692 -1.6333 -4.2691 -2.635 -0.187 1.414
C 3.3701 -0.6451 -3.2779 1.589 -0.362 -1.670
C 2.8914 -0.7286 -1.8273 1.710 0.457 1.003
N 1.4632 -0.5496 -1.7804 -0.517 -0.350 -0.795
O 1.0042 -0.7380 -0.4566 -0.314 0.379 0.411
C 3.5489 0.4810 -1.0659 -0.442 -0.262 -3.046
C 3.5251 -2.0249 -1.1398 -0.418 -0.625 -0.371
C 0.4684 -2.9029 -2.2389 -1.021 0.970 -0.707
H -1.3069 -0.5648 -1.9492 0.281 -0.299 0.507
H -1.3506 -1.5031 -3.3862 0.296 0.567 0.029
H -0.6635 0.1883 -3.3593 0.050 -0.750 0.084
H 1.1024 -0.4297 -4.5452 -0.428 0.483 -0.134
H 0.6582 -2.0927 -4.7569 -0.484 -0.471 -0.148
H 2.9630 -1.4035 -5.2950 0.635 0.256 -0.582
H 3.0935 -2.6579 -4.0866 -0.107 -0.075 0.147
H 3.3803 0.3339 -3.8106 -0.647 -0.075 1.010
H 4.4314 -0.8968 -3.3268 0.322 0.188 0.622
H 4.5997 0.3576 -1.2018 0.999 -0.113 0.324
H 3.2725 0.5393 -0.0592 -0.520 0.198 1.390
H 3.3251 1.3963 -1.6581 -0.146 -0.399 0.744
H 3.3575 -2.0702 -0.0263 -0.033 0.173 -1.204
H 4.6314 -2.1012 -1.3322 -1.011 0.408 0.165
H 3.0861 -2.9466 -1.6056 0.484 0.782 0.649
H 1.3918 -3.4181 -2.1190 0.570 -0.418 -0.034
H -0.1415 -3.3963 -3.0274 0.492 0.184 0.418
H -0.0992 -2.9784 -1.3243 -0.050 0.067 0.418
C -2.7774 -1.3489 0.2820 -0.626 -1.704 -1.410
C -3.2277 -0.4567 1.4049 -0.505 0.943 -0.721
C -3.3710 -1.2341 2.6965 0.430 -0.182 -0.133
C -3.6559 -0.2816 3.8490 2.197 -1.900 0.708
C -2.4607 0.6458 3.9259 -0.402 -0.176 -0.355
C -2.2123 1.4438 2.6279 -1.218 1.340 2.066
N -2.1466 0.5421 1.5396 0.245 -0.942 -1.011
O -2.0259 1.2669 0.2892 0.860 -0.273 0.185
C -0.8523 2.0628 2.8601 -0.077 -0.065 -1.497
C -3.2942 2.5785 2.5209 0.243 -0.408 0.663
C -4.5618 0.1668 0.9662 -1.118 -0.056 -0.581
H -2.8533 -0.8705 -0.7342 0.342 -0.201 1.227
H -3.4428 -2.2667 0.1493 0.791 0.967 0.561
H -1.7543 -1.6870 0.5234 -0.240 -0.030 -0.460
H -2.4445 -1.8359 2.7970 -0.423 0.278 0.407
H -4.2091 -1.9041 2.5879 -0.245 -0.496 -0.174
H -3.7644 -0.8603 4.7884 0.013 0.329 -0.358
H -4.5719 0.1434 3.6274 -1.825 1.348 -0.094
H -1.5862 -0.0066 4.0308 -0.028 0.132 0.342
H -2.5145 1.3421 4.7636 0.088 0.019 0.030
H -0.2290 1.2449 3.2111 0.440 0.312 -0.157
H -0.8919 2.8609 3.5872 0.052 0.255 0.116
H -0.5629 2.4246 1.8535 0.468 0.141 0.842
H -4.2875 2.1410 2.6622 0.198 0.307 0.017
H -3.2827 3.0549 1.5198 0.217 0.079 0.829
H -3.1240 3.2361 3.4240 -0.183 -0.170 -1.347
H -5.0352 0.8362 1.7260 0.219 -0.951 -0.732
H -5.2730 -0.6877 0.6789 0.821 1.304 0.440
H -4.3731 0.7967 0.0627 -0.207 -0.527 0.653
C 1.8380 3.5099 -2.0390 -0.596 1.072 0.290
N 0.8040 2.7318 -1.3205 -1.689 -0.416 -1.886
O 0.9166 2.5278 -0.1586 1.470 -0.169 2.578
O -0.2040 2.3372 -1.8993 0.848 0.298 -1.016
H 2.5644 3.8139 -1.2862 -0.063 -0.064 -0.205
H 1.2575 4.3771 -2.4077 0.625 -0.405 -0.119
H 2.2909 2.9281 -2.8332 -0.294 -0.125 -0.052
C 3.4327 -0.0406 3.1617 -0.007 1.531 0.742
N 2.0490 -0.0254 2.6046 -0.652 1.521 -1.112
O 1.2540 -0.8760 2.8739 0.072 -1.514 0.988
O 1.7314 0.9061 1.8788 1.048 0.337 0.011
H 3.7800 -1.0296 3.0736 0.381 -1.246 0.135
H 3.3773 0.2906 4.2363 -0.042 -0.450 -1.139
H 4.0896 0.6400 2.5886 -0.717 -0.293 0.264
```
Forces are in eV/Å.



ORCA calculation (the ωB97M-V functional and the def2-TZVPD basis) on a structure of composition C3H3IO2.

M (g mol⁻¹): 198.0
Spin multiplicity: 1
HOMO (alpha / beta) (eV): -9.246 / -9.243
Relative energy (zero: lowest compared OMol25 entry of this formula, charge and spin) (eV): 7.170
Kohn-Sham gap (alpha / beta) (eV): 8.735 / 8.732
Net charge: 0

XYZ file:
```
9
Properties=species:S:1:pos:R:3:forces:R:3
C 0.3189 -1.1924 0.5426 1.108 2.117 0.071
C 0.7623 -0.0746 0.3958 -0.321 -1.093 -0.487
C -1.5707 1.0077 -0.4802 -0.530 -0.005 -0.611
O -0.5878 2.8193 0.1709 2.501 2.429 -0.341
O -1.4726 1.9250 0.3879 -1.496 -2.429 -0.764
I -3.2015 -0.2116 0.0780 0.675 0.090 -0.657
H 0.0419 -2.1493 0.8446 -0.420 -0.936 0.119
H -0.9365 1.0208 -1.4765 -1.425 -0.041 2.266
H 1.1143 0.8913 0.0761 -0.092 -0.132 0.403
```
Forces are in eV/Å.



ORCA calculation (the ωB97M-V functional and the def2-TZVPD basis) on the molecule C4H8N2.

M (g mol⁻¹): 84.1
Spin multiplicity: 1
HOMO (alpha / beta) (eV): -9.025 / -8.768
Relative energy (zero: lowest compared OMol25 entry of this formula, charge and spin) (eV): 3.946
Kohn-Sham gap (alpha / beta) (eV): 8.170 / 8.631
Net charge: 0

XYZ file:
```
14
Properties=species:S:1:pos:R:3:forces:R:3
C 2.7767 -0.5181 -0.0061 0.555 -0.209 0.263
C 1.6306 0.1343 -0.3518 -0.895 0.619 -0.568
C -0.5447 1.0259 0.0898 0.179 0.090 0.064
C -2.2809 -0.6605 0.1191 -0.535 -0.360 0.201
N 0.6608 0.3226 0.5158 -0.179 -0.232 0.571
N -1.3174 0.0449 -0.6167 0.754 0.298 -0.757
H 3.5894 -0.6264 -0.6995 0.130 -0.018 -0.212
H 2.9194 -0.8784 0.9967 -0.087 -0.127 0.203
H 1.5313 0.5241 -1.3691 0.014 0.005 -0.020
H -1.0491 1.4145 0.9881 0.112 -0.002 -0.145
H -0.3186 1.8479 -0.6025 0.007 0.001 0.071
H -1.7976 -1.3967 0.7734 0.052 -0.008 0.120
H -2.9074 -0.0171 0.7572 0.056 -0.053 -0.034
H -2.8924 -1.2170 -0.5944 -0.164 -0.003 0.243
```
Forces are in eV/Å.



ORCA calculation (the ωB97M-V functional and the def2-TZVPD basis) on the molecule C18H23N5OS.

M (g mol⁻¹): 357.5
SMILES: N#Cc1n[nH]/c(=N\C[C@@H]2CC[C@@H](NC(=O)C#CC3CCCCC3)C2)s1
Spin multiplicity: 1
HOMO (eV): -8.971
Relative energy (zero: lowest compared OMol25 entry of this formula, charge and spin) (eV): 2.837
Kohn-Sham gap (eV): 8.966
Net charge: 0

XYZ file:
```
48
Properties=species:S:1:pos:R:3:forces:R:3
N 5.2186 -4.2481 0.4336 -0.011 -0.021 -0.022
C 4.3352 -3.5318 0.5883 -0.010 0.034 0.048
C 3.2105 -2.6795 0.8160 0.002 -0.054 -0.028
N 3.2701 -1.4187 0.5916 -0.044 0.013 0.027
N 2.0890 -0.8421 0.8835 0.032 0.020 -0.003
C 1.0492 -1.6372 1.3550 0.012 -0.047 -0.055
N -0.1208 -1.3278 1.6966 0.010 -0.005 0.101
C -0.5116 0.0700 1.6129 -0.034 0.039 -0.072
C -1.0074 0.4453 0.2163 0.022 0.019 0.031
C -1.3777 1.9425 0.1232 -0.040 -0.001 0.062
C -2.6664 1.9944 -0.6968 0.068 -0.079 -0.108
C -3.3944 0.7511 -0.1908 -0.053 0.116 0.109
N -4.5654 0.3108 -0.9326 0.112 -0.105 -0.102
C -5.2223 0.9667 -1.9262 -0.057 0.075 0.058
O -4.9889 2.0979 -2.3010 -0.012 -0.013 -0.002
C -6.2910 0.1584 -2.5178 -0.025 0.013 0.019
C -7.1761 -0.4788 -3.0205 0.031 -0.028 -0.065
C -8.2560 -1.2497 -3.6366 -0.002 0.022 0.074
C -8.2277 -2.7160 -3.1822 -0.001 -0.005 -0.023
C -9.3616 -3.5088 -3.8252 -0.005 0.014 -0.009
C -10.7180 -2.8744 -3.5282 0.011 0.009 0.018
C -10.7487 -1.4162 -3.9791 0.010 -0.011 -0.008
C -9.6219 -0.6134 -3.3364 -0.006 0.000 -0.027
C -2.2913 -0.3131 -0.1832 0.012 -0.012 -0.011
S 1.6821 -3.2939 1.4080 0.039 0.046 -0.015
H 2.0082 0.1463 0.7229 0.002 0.000 0.002
H -1.3179 0.2342 2.3314 -0.019 -0.007 -0.011
H 0.3008 0.7514 1.9085 0.013 -0.023 0.017
H -0.2135 0.2115 -0.4993 -0.019 0.000 -0.012
H -1.5754 2.3288 1.1291 0.025 0.004 -0.005
H -0.5796 2.5506 -0.3017 0.000 0.001 -0.016
H -3.2317 2.9136 -0.5739 -0.003 -0.003 0.010
H -2.4509 1.8818 -1.7611 -0.012 0.018 0.002
H -3.6999 0.9503 0.8446 -0.012 -0.012 0.005
H -4.8834 -0.6271 -0.7499 -0.002 0.002 -0.003
H -8.0999 -1.2229 -4.7215 -0.005 -0.004 -0.009
H -7.2587 -3.1557 -3.4259 -0.001 -0.004 0.003
H -8.3274 -2.7436 -2.0924 -0.002 0.005 0.004
H -9.2089 -3.5399 -4.9098 0.003 -0.003 0.000
H -9.3363 -4.5427 -3.4759 -0.005 -0.001 0.006
H -11.5166 -3.4397 -4.0125 0.000 -0.001 -0.007
H -10.9069 -2.9203 -2.4499 -0.005 -0.004 -0.001
H -10.6443 -1.3746 -5.0690 -0.002 0.004 0.000
H -11.7113 -0.9605 -3.7395 -0.003 -0.004 0.006
H -9.7601 -0.5817 -2.2511 0.004 -0.004 0.005
H -9.6279 0.4193 -3.6883 -0.005 0.001 0.003
H -2.2002 -0.7170 -1.1939 -0.015 -0.003 0.000
H -2.5006 -1.1473 0.4883 0.000 0.001 0.000
```
Forces are in eV/Å.



ORCA calculation (the ωB97M-V functional and the def2-TZVPD basis) on a cluster of 2 separate species, C11H23F2NO in total.

M (g mol⁻¹): 223.3
Spin multiplicity: 1
HOMO (eV): -6.693
Kohn-Sham gap (eV): 6.584
Net charge: 0

XYZ file:
```
38
Properties=species:S:1:pos:R:3:forces:R:3
C 3.5286 -0.2567 1.7528 -0.017 0.085 0.021
C 2.2359 -0.9970 1.4458 -0.241 -0.194 -0.116
O 1.9913 -0.9192 0.0486 0.203 0.025 0.033
C 1.1069 -1.8853 -0.4628 -0.124 0.076 0.042
C -0.3593 -1.5165 -0.2284 0.083 0.018 -0.023
C -0.9350 -0.4235 -1.1552 -0.049 0.061 0.108
C -0.0422 0.3857 -2.0874 -0.061 -0.148 -0.037
C 0.7825 1.5032 -1.4493 0.398 0.087 0.040
C 0.4363 1.9686 -0.0168 -0.286 0.009 0.063
C -0.8238 1.3743 0.6340 -0.116 -0.208 -0.125
N -1.6966 0.6467 -0.3637 0.030 0.101 0.075
C -3.0239 0.2264 0.1753 -0.003 -0.067 -0.068
C -3.0078 -0.6888 1.3941 0.038 0.027 0.047
F -4.2885 -0.6348 1.9294 0.183 -0.010 -0.092
H 3.7832 0.3674 0.8960 -0.019 0.022 0.032
H 3.4259 0.3889 2.6254 0.019 -0.052 0.009
H 4.3581 -0.9387 1.9290 0.003 -0.017 -0.051
H 2.2814 -2.0568 1.7309 0.107 0.074 0.081
H 1.3937 -0.5638 2.0073 0.028 0.051 -0.046
H 1.2999 -2.8600 0.0032 0.003 0.011 -0.018
H 1.3200 -1.9705 -1.5278 0.001 -0.006 0.015
H -0.9612 -2.4207 -0.3499 0.017 0.004 -0.018
H -0.4508 -1.2429 0.8244 -0.015 -0.008 -0.002
H -1.7068 -0.8910 -1.7694 -0.041 0.046 0.019
H 0.6104 -0.2543 -2.6744 0.038 0.049 -0.036
H -0.6950 0.8273 -2.8481 0.028 -0.011 -0.016
H 1.8248 1.2112 -1.4694 0.049 -0.103 0.053
H 0.7652 2.3071 -2.1812 -0.032 0.112 0.028
H 0.3216 3.0526 -0.0061 0.037 0.015 -0.030
H 1.2695 1.7417 0.6481 -0.017 -0.008 0.017
H -1.4672 2.1363 1.0752 0.023 0.013 0.021
H -0.5883 0.6552 1.4123 0.083 0.015 -0.002
H -1.9031 1.3485 -1.0803 0.003 -0.093 -0.045
H -3.5453 -0.2629 -0.6463 -0.083 0.050 0.017
H -3.5722 1.1284 0.4468 0.032 0.022 0.029
H -2.3040 -0.3497 2.1558 -0.099 0.009 0.020
H -2.7911 -1.7275 1.1472 -0.026 0.041 -0.038
F 1.4270 1.5908 -3.9651 -0.178 -0.094 -0.008
```
Forces are in eV/Å.